Density functional theory data (the ωB97M-V functional and the def2-TZVPD basis) for a cluster of 2 separate species, C6H14O in total in a non-equilibrium geometry.

The SMILES is CC(=O)CC(C)C.[H][H]. For the energy above the lowest of the compared OMol25 structures with the same formula, charge and spin, the calculation gives 165.4 kJ/mol. Its spin multiplicity is 1. The total charge is 0.

The geometry in XYZ format:
```
21
C6H14O the ωB97M-V functional and the def2-TZVPD basis
C -0.703 1.822 0.655
C 0.219 0.636 0.967
C 1.529 1.141 1.573
C 0.516 -0.235 -0.259
C -0.405 -1.421 -0.479
C -0.351 -2.059 -1.852
O -1.005 -1.951 0.438
H -0.925 2.381 1.572
H -1.658 1.513 0.221
H -0.224 2.519 -0.046
H -0.281 -0.015 1.693
H 1.344 1.753 2.462
H 2.081 1.760 0.852
H 2.177 0.306 1.863
H 1.461 -0.775 -0.102
H 0.663 0.369 -1.167
H -1.968 -0.216 -1.137
H 0.465 -2.782 -1.760
H -0.119 -1.372 -2.674
H -1.270 -2.609 -2.069
H -2.128 -0.656 -0.556
```

natural (NBO) population analysis, charges in e, atoms 1 to 6:
1 C -0.6061
2 C -0.2297
3 C -0.5965
4 C -0.5214
5 C 0.6342
6 C -0.7287



Density functional theory data (the ωB97M-V functional and the def2-TZVPD basis) for a cluster of 2 separate species, C3H8N2O in total in a non-equilibrium geometry.

The SMILES is C=CN.NC=O. For the energy above the lowest of the compared OMol25 structures with the same formula, charge and spin, the calculation gives 245.9 kJ/mol. Its spin multiplicity is 1. The total charge is 0.

The geometry in XYZ format:
```
14
C3H8N2O the ωB97M-V functional and the def2-TZVPD basis
C -0.702 -1.816 0.365
C -1.961 -1.392 0.446
N -2.865 -1.702 -0.636
H -0.301 -2.327 -0.508
H 0.106 -1.840 1.073
H -2.389 -0.676 1.153
H -2.854 -2.714 -0.676
H -3.784 -1.357 -0.407
C 2.933 2.342 -0.619
N 1.961 2.226 0.411
O 4.094 2.296 -0.279
H 2.621 2.968 -1.493
H 1.059 2.654 0.298
H 2.083 1.337 0.871
```

natural (NBO) population analysis, charges in e, atoms 1 to 6:
1 C -0.4959
2 C -0.0076
3 N -0.8213
4 H 0.1955
5 H 0.2061
6 H 0.1876



Density functional theory data (the ωB97M-V functional and the def2-TZVPD basis) for an isolated molecule of C3H8O2 in a non-equilibrium geometry.

The SMILES is OCCCO. For the energy above the lowest of the compared OMol25 structures with the same formula, charge and spin, the calculation gives 91.8 kJ/mol. Its spin multiplicity is 1. The total charge is 0.

The geometry in XYZ format:
```
13
C3H8O2 the ωB97M-V functional and the def2-TZVPD basis
C -1.100 -0.439 0.309
C -0.159 0.587 -0.291
C 1.269 0.404 0.181
H -2.444 -0.369 -1.078
H -0.675 -1.427 0.094
H -1.121 -0.278 1.394
H -0.480 1.607 -0.041
H -0.187 0.538 -1.364
H 1.269 0.381 1.291
H 1.896 1.238 -0.195
H 2.500 -1.118 0.136
O -2.436 -0.272 -0.109
O 1.668 -0.854 -0.327
```

natural (NBO) population analysis, charges in e, atoms 1 to 6:
1 C -0.0639
2 C -0.4410
3 C -0.0595
4 H 0.4600
5 H 0.1744
6 H 0.1684



Density functional theory data (the ωB97M-V functional and the def2-TZVPD basis) for a structure of composition C4H4NdO2 in a non-equilibrium geometry.

For the energy above the lowest of the compared OMol25 structures with the same formula, charge and spin, the calculation gives 0.0 kJ/mol. The expectation value of S² is 6.003. Its spin multiplicity is 5. The total charge is +2.

The geometry in XYZ format:
```
11
C4H4NdO2 the ωB97M-V functional and the def2-TZVPD basis
O 3.846 -1.197 0.461
C 3.801 -0.309 -0.357
C 2.546 0.455 -0.640
H 4.716 0.062 -0.860
H 2.639 1.362 -1.244
C 1.349 0.067 -0.145
C 0.128 0.740 -0.562
O -0.985 0.345 -0.227
Nd -3.801 0.997 -0.238
H 1.262 -0.791 0.524
H 0.273 1.787 -0.906
```

natural (NBO) population analysis, charges in e, atoms 1 to 6:
1 O -0.4172
2 C 0.3561
3 C -0.1028
4 H 0.1576
5 H 0.2258
6 C -0.3135



Density functional theory data (the ωB97M-V functional and the def2-TZVPD basis) for a cluster of 3 separate species, C46H77N3O9S2 in total in a non-equilibrium geometry.

The total energy is -93499.6873 eV. The SMILES is CCN(CC)C(=S)SCCCc1ccc2c(c1CCCCCCCCCCOC)C(=O)c1c(COO)cccc1C2=O.COCCNCCOC.COCCNCCOC. Its spin multiplicity is 1. The total charge is 0.

The geometry in XYZ format:
```
137
C46H77N3O9S2 the ωB97M-V functional and the def2-TZVPD basis
C -3.072 -6.132 -1.745
C -2.101 -4.864 -1.412
N -1.047 -4.677 -2.456
C -1.762 -4.197 -3.698
C -1.962 -5.330 -4.820
C -0.040 -3.670 -2.062
S -0.415 -2.477 -0.913
S 1.704 -3.629 -2.733
C 1.682 -3.298 -4.562
C 1.992 -1.780 -4.972
C 1.160 -0.681 -4.161
C -0.259 -0.305 -4.799
C -0.919 -1.282 -5.836
C -2.310 -1.049 -6.484
C -3.070 0.232 -6.083
C -2.421 1.246 -5.065
C -1.022 1.018 -4.410
C -0.377 2.082 -3.377
C -0.190 1.473 -1.892
C 1.325 1.628 -1.369
C 1.476 2.427 0.010
C 0.590 1.769 1.211
C 0.793 0.184 1.335
C -0.090 -0.522 2.484
C -1.545 0.133 2.691
C -2.350 -0.004 1.308
C -3.837 -0.597 1.446
O -4.003 -1.579 2.494
C -3.230 -2.780 2.245
C -3.347 2.527 -4.737
O -2.926 3.706 -4.678
C -4.909 2.165 -4.537
C -5.721 2.817 -3.364
C -4.980 3.809 -2.335
O -5.481 3.596 -0.964
O -6.225 4.679 -0.568
C -7.221 2.407 -3.264
C -7.890 1.425 -4.285
C -7.050 0.779 -5.441
C -5.557 1.150 -5.552
C -4.545 0.547 -6.658
O -4.887 0.335 -7.848
H -2.475 -7.068 -2.008
H -3.772 -6.255 -0.853
H -3.737 -5.783 -2.625
H -2.811 -3.961 -1.300
H -1.578 -5.111 -0.423
H -2.800 -3.742 -3.462
H -1.138 -3.334 -4.118
H -3.056 -5.237 -5.185
H -1.876 -6.406 -4.413
H -1.279 -5.191 -5.737
H 2.535 -3.938 -5.013
H 0.722 -3.724 -5.044
H 1.751 -1.691 -6.101
H 3.116 -1.543 -4.876
H 1.792 0.286 -4.138
H 0.964 -0.948 -3.061
H -0.377 -2.250 -6.148
H -2.725 -1.831 -7.212
H 0.619 2.423 -3.857
H -1.008 3.029 -3.272
H -0.841 2.109 -1.177
H -0.512 0.380 -1.908
H 1.724 0.559 -1.194
H 2.010 2.129 -2.140
H 1.110 3.520 -0.065
H 2.601 2.494 0.312
H -0.500 2.087 1.063
H 0.975 2.277 2.177
H 0.611 -0.385 0.364
H 1.898 0.025 1.641
H -0.262 -1.610 2.128
H 0.446 -0.605 3.490
H -1.466 1.250 2.982
H -2.026 -0.398 3.581
H -2.420 1.022 0.785
H -1.780 -0.683 0.570
H -4.529 0.283 1.701
H -4.179 -1.046 0.444
H -3.970 -3.644 2.070
H -2.649 -3.031 3.213
H -2.556 -2.731 1.325
H -5.178 4.898 -2.607
H -3.849 3.599 -2.267
H -7.042 4.631 -1.129
H -7.867 2.828 -2.418
H -9.001 1.163 -4.141
H -7.502 0.030 -6.188
C -2.253 -3.504 7.688
O -1.575 -2.877 8.765
C -0.632 -3.734 9.411
C 0.796 -3.250 9.154
N 1.183 -3.460 7.756
C 2.433 -2.791 7.386
C 2.457 -1.257 7.437
O 1.618 -0.631 6.473
C 0.265 -0.480 6.876
H -3.045 -2.832 7.351
H -1.575 -3.683 6.849
H -2.711 -4.445 8.007
H -0.758 -4.783 9.119
H -0.830 -3.665 10.486
H 1.486 -3.797 9.805
H 0.838 -2.188 9.420
H 0.444 -3.113 7.156
H 2.649 -3.095 6.355
H 3.244 -3.187 8.006
H 3.476 -0.944 7.190
H 2.260 -0.864 8.442
H 0.165 -0.323 7.953
H -0.328 -1.340 6.557
H -0.141 0.396 6.363
C 5.559 1.958 -0.720
O 4.959 3.191 -0.354
C 5.083 3.483 1.039
C 6.012 4.680 1.251
N 7.402 4.333 0.942
C 8.296 5.491 0.880
C 8.034 6.530 -0.221
O 8.261 6.048 -1.540
C 7.159 5.368 -2.120
H 5.294 1.748 -1.758
H 6.648 2.017 -0.649
H 5.188 1.140 -0.096
H 5.411 2.613 1.618
H 4.083 3.756 1.393
H 5.946 5.007 2.294
H 5.656 5.493 0.610
H 7.429 3.857 0.047
H 9.306 5.091 0.729
H 8.299 5.989 1.855
H 8.753 7.341 -0.073
H 7.043 6.992 -0.137
H 6.198 5.766 -1.782
H 7.221 4.296 -1.922
H 7.221 5.497 -3.204
```

Löwdin population analysis, charges in e, atoms 1 to 6:
1 C -0.0906
2 C -0.3084
3 N -0.2043
4 C -0.2406
5 C -0.0952
6 C -0.9241